{
  "formula": "C29H46ClF8IN4O7S2",
  "method": "ωB97M-V with the def2-TZVPD basis set",
  "charge": 0,
  "homo_ev": [-7.99, -9.28],
  "energy_ha": -4231.28727,
  "gap_ev": [7.3, 8.5],
  "spin_multiplicity": 3,
  "e_lumo_ev": [-0.74, -0.74],
  "relative_energy_ev": 0.0000,
  "elements": ["C", "C", "O", "C", "O", "C", "F", "Cl", "I", "C", "C", "C", "O", "N", "N", "C", "S", "S", "O", "O", "C", "F", "F", "C", "F", "F", "C", "F", "F", "F", "H", "H", "H", "H", "H", "H", "H", "H", "H", "H", "C", "C", "C", "C", "C", "C", "N", "O", "C", "C", "C", "H", "H", "H", "H", "H", "H", "H", "H", "H", "H", "H", "H", "H", "H", "H", "H", "H", "H", "C", "C", "C", "C", "C", "C", "N", "O", "C", "C", "C", "H", "H", "H", "H", "H", "H", "H", "H", "H", "H", "H", "H", "H", "H", "H", "H", "H", "H"],
  "coordinates": [[5.2405, 6.7301, 3.6445], [4.5978, 5.5502, 2.9473], [5.3372, 4.3630, 3.2608], [5.4061, 3.3711, 2.3170], [6.7806, 3.1811, 1.9088], [7.2773, 3.9861, 0.9475], [7.0004, 5.2890, 1.2004], [6.5705, 3.6421, -0.6498], [9.3993, 3.7236, 0.9362], [5.0690, 1.9998, 2.9239], [5.5248, 1.9386, 4.3853], [7.0161, 2.1355, 4.5485], [7.5089, 2.8356, 5.3833], [3.5892, 1.7602, 2.8593], [3.2233, 0.6553, 3.6902], [2.3325, 0.7322, 4.5086], [1.1576, 0.7776, 5.5113], [2.9439, 1.5171, 1.3225], [3.9749, 1.7251, 0.3646], [2.0657, 0.4065, 1.3190], [1.8738, 3.0289, 1.1230], [1.3864, 2.8845, -0.1184], [2.6618, 4.1187, 1.1507], [0.6720, 3.2665, 2.0955], [-0.3186, 3.8044, 1.3798], [0.2519, 2.1066, 2.6013], [0.9412, 4.2516, 3.2765], [0.9637, 5.5091, 2.8273], [-0.0422, 4.1268, 4.1764], [2.1086, 3.9888, 3.8797], [6.3270, 6.6442, 3.5909], [4.9433, 6.7917, 4.6920], [4.9548, 7.6589, 3.1456], [4.5889, 5.6917, 1.8608], [3.5661, 5.4032, 3.2841], [4.8025, 3.6140, 1.4395], [5.6015, 1.2346, 2.3531], [5.0084, 2.6676, 5.0120], [5.3079, 0.9346, 4.7620], [7.6561, 1.5557, 3.8518], [-4.9302, -2.4763, 0.7192], [-4.3278, -1.8839, 2.0072], [-4.4928, -0.3591, 2.0561], [-3.5813, 0.3900, 1.0876], [-2.1230, -0.0145, 1.2858], [-1.8988, -1.5263, 1.1882], [-2.8613, -2.1901, 2.1305], [-2.4408, -2.2552, 3.3327], [-2.0783, -2.0116, -0.2519], [-0.4851, -1.8866, 1.6255], [-5.0348, -2.5187, 3.1996], [-4.9758, -1.7582, -0.0984], [-4.3676, -3.3455, 0.3821], [-5.9501, -2.8044, 0.9182], [-4.2776, -0.0249, 3.0757], [-5.5427, -0.1264, 1.8581], [-3.8905, 0.2177, 0.0529], [-3.6844, 1.4635, 1.2580], [-1.4801, 0.4739, 0.5481], [-1.7902, 0.3173, 2.2731], [-2.0550, -3.1021, -0.2968], [-1.2511, -1.6313, -0.8534], [-2.9973, -1.6686, -0.7183], [-0.2521, -1.4975, 2.6131], [0.2219, -1.4591, 0.9136], [-0.3535, -2.9693, 1.6440], [-4.8697, -3.5967, 3.2181], [-6.1055, -2.3316, 3.1015], [-4.6886, -2.1046, 4.1418], [-1.7035, -1.7365, -6.5793], [-2.7561, -2.8575, -6.5020], [-4.0301, -2.3837, -5.7900], [-3.8594, -2.2048, -4.2841], [-3.3062, -3.4741, -3.6400], [-2.0032, -3.9568, -4.2833], [-2.2368, -4.0586, -5.7629], [-2.7626, -5.1623, -6.1258], [-0.8439, -3.0158, -3.9402], [-1.6409, -5.3453, -3.7698], [-3.0914, -3.2980, -7.9226], [-1.8222, -0.9874, -5.7980], [-0.6932, -2.1375, -6.5191], [-1.7955, -1.2234, -7.5362], [-4.8191, -3.1195, -5.9730], [-4.3498, -1.4484, -6.2574], [-3.2098, -1.3518, -4.0679], [-4.8280, -1.9676, -3.8393], [-3.1253, -3.3097, -2.5742], [-4.0540, -4.2692, -3.7188], [0.0505, -3.2871, -4.5025], [-0.6212, -3.1227, -2.8778], [-1.0594, -1.9673, -4.1222], [-2.4561, -6.0501, -3.9054], [-1.4102, -5.2709, -2.7055], [-0.7645, -5.7330, -4.2898], [-2.2093, -3.7019, -8.4207], [-3.4365, -2.4245, -8.4786], [-3.8686, -4.0561, -7.9378]],
  "mulliken_spin": [0.00, 0.00, 0.00, 0.00, 0.00, 0.00, 0.00, 0.00, 0.00, 0.00, 0.00, 0.00, 0.00, 0.00, 0.00, 0.00, 0.00, 0.00, 0.00, 0.00, 0.00, 0.00, 0.00, 0.00, 0.00, 0.00, 0.00, 0.00, 0.00, 0.00, 0.00, 0.00, 0.00, 0.00, 0.00, 0.00, 0.00, 0.00, 0.00, 0.00, 0.02, 0.01, 0.03, -0.02, 0.03, -0.01, 0.39, 0.52, 0.09, -0.04, -0.01, 0.00, -0.01, 0.00, 0.00, 0.00, 0.00, 0.00, 0.00, 0.00, -0.02, 0.00, 0.00, 0.01, 0.00, -0.01, 0.00, 0.00, 0.00, 0.03, -0.01, 0.05, -0.03, 0.04, -0.02, 0.42, 0.52, 0.04, -0.01, 0.00, 0.00, -0.01, 0.00, 0.00, 0.00, 0.00, 0.00, 0.01, 0.00, -0.02, 0.00, 0.00, 0.00, 0.00, 0.00, -0.01, 0.00, 0.00]
}


{
  "formula": "C4H9NO",
  "method": "ωB97M-V with the def2-TZVPD basis set",
  "charge": 0,
  "homo_ev": -8.75,
  "energy_ha": -287.70012,
  "smiles": "C=CON(C)C",
  "gap_ev": 9.9,
  "spin_multiplicity": 1,
  "e_lumo_ev": 1.12,
  "relative_energy_ev": 3.6010,
  "elements": ["C", "C", "O", "N", "C", "C", "H", "H", "H", "H", "H", "H", "H", "H", "H"],
  "coordinates": [[1.9545, -1.0133, -0.7722], [1.5462, -0.8588, 0.4797], [0.6806, 0.1368, 0.8816], [-0.3678, 0.2473, -0.0917], [-1.4907, -0.4661, 0.4862], [-0.6799, 1.6437, -0.3194], [1.6246, -0.3043, -1.5239], [2.5629, -1.8554, -1.0797], [1.8235, -1.5221, 1.2977], [-2.2623, -0.5687, -0.2817], [-1.9089, 0.0385, 1.3729], [-1.1489, -1.4624, 0.7756], [-1.0718, 2.1546, 0.5773], [0.1933, 2.1793, -0.7065], [-1.4553, 1.6511, -1.0962]],
  "nbo_charge": [-0.47, 0.12, -0.42, -0.16, -0.43, -0.43, 0.21, 0.21, 0.18, 0.20, 0.17, 0.21, 0.17, 0.21, 0.21]
}


{
  "formula": "C2H4INOS",
  "method": "ωB97M-V with the def2-TZVPD basis set",
  "charge": 0,
  "homo_ev": -8.57,
  "energy_ha": -904.35961,
  "gap_ev": 8.2,
  "spin_multiplicity": 1,
  "e_lumo_ev": -0.40,
  "relative_energy_ev": 3.0725,
  "elements": ["C", "C", "N", "O", "S", "I", "H", "H", "H", "H"],
  "coordinates": [[0.1771, 0.2753, -1.1704], [0.1426, -0.0681, 1.2049], [0.8465, -0.3518, -0.0081], [0.3992, 1.5847, -0.9787], [-0.2798, 2.0903, 0.4779], [2.8291, 0.1566, 0.0393], [0.8934, 0.0918, -2.0395], [-0.9875, -0.0344, -1.1958], [-0.9716, -0.4596, 1.1896], [0.7982, -0.1398, 2.0364]],
  "nbo_charge": [0.06, -0.20, -0.59, -0.65, 0.19, 0.33, 0.21, 0.20, 0.24, 0.22]
}


{
  "formula": "C40H39MoN6O7P2S2",
  "method": "ωB97M-V with the def2-TZVPD basis set",
  "charge": 0,
  "homo_ev": [-7.47, -7.11],
  "energy_ha": -3950.34150,
  "gap_ev": [7.3, 6.9],
  "spin_multiplicity": 2,
  "e_lumo_ev": [-0.20, -0.16],
  "relative_energy_ev": 0.0000,
  "elements": ["Mo", "O", "C", "N", "C", "C", "C", "C", "C", "C", "N", "C", "C", "C", "C", "C", "N", "H", "H", "H", "H", "H", "H", "H", "H", "H", "H", "N", "P", "C", "C", "C", "C", "C", "C", "C", "C", "C", "C", "C", "C", "C", "C", "C", "C", "C", "N", "H", "H", "H", "H", "H", "H", "H", "H", "H", "H", "H", "H", "H", "H", "H", "C", "C", "O", "P", "S", "S", "O", "C", "C", "H", "H", "H", "H", "H", "H", "H", "H", "H", "H", "O", "C", "O", "C", "C", "C", "C", "C", "C", "N", "O", "O", "H", "H", "H", "H"],
  "coordinates": [[-0.4227, 0.3741, 0.7994], [-3.7797, 2.6004, 1.6161], [-2.6666, 2.2077, 1.3272], [-2.1765, 0.9512, 1.5767], [-2.7338, 0.3015, 2.7432], [-1.5768, -0.1379, 3.5978], [-1.7565, -0.6323, 4.8795], [-0.6487, -0.9100, 5.6598], [0.6092, -0.6619, 5.1354], [0.7114, -0.1996, 3.8368], [-0.3555, 0.0294, 3.0614], [-1.6132, 3.1338, 0.8093], [-1.8778, 4.4617, 0.5526], [-0.8118, 5.2948, 0.2437], [0.4640, 4.7639, 0.2159], [0.6413, 3.4112, 0.4672], [-0.3797, 2.6112, 0.7577], [-3.3896, -0.5329, 2.4973], [-3.3408, 1.0143, 3.3074], [-2.7619, -0.7715, 5.2555], [-0.7649, -1.2949, 6.6645], [1.5088, -0.8337, 5.7089], [1.6745, -0.0407, 3.3847], [-2.8979, 4.8114, 0.6215], [-0.9767, 6.3434, 0.0325], [1.3258, 5.3747, -0.0147], [1.6128, 2.9439, 0.4434], [-0.9415, -2.5952, -1.0638], [-1.0857, -2.0931, 0.5474], [-0.4286, -3.5004, 1.4982], [0.6514, -3.3049, 2.3478], [1.1974, -4.3783, 3.0444], [0.6744, -5.6493, 2.8834], [-0.3951, -5.8567, 2.0164], [-0.9408, -4.7898, 1.3266], [-2.8900, -2.2861, 0.7462], [-3.4476, -2.9215, 1.8561], [-4.8244, -2.9543, 2.0284], [-5.6566, -2.3444, 1.1009], [-5.1087, -1.7059, -0.0027], [-3.7340, -1.6773, -0.1823], [0.1641, -2.2466, -1.8216], [0.2964, -2.6629, -3.1466], [1.3981, -2.2242, -3.8523], [2.3263, -1.3996, -3.2307], [2.1071, -1.0590, -1.9102], [1.0576, -1.4819, -1.2069], [-1.5216, -3.3472, -1.4003], [1.0988, -2.3238, 2.4276], [2.0446, -4.2140, 3.6982], [1.1025, -6.4858, 3.4212], [-0.7989, -6.8517, 1.8783], [-1.7791, -4.9616, 0.6603], [-2.8084, -3.3856, 2.5961], [-5.2450, -3.4530, 2.8924], [-6.7300, -2.3634, 1.2392], [-5.7515, -1.2190, -0.7247], [-3.3115, -1.1616, -1.0363], [-0.4535, -3.2971, -3.6020], [1.5307, -2.5190, -4.8858], [3.1877, -1.0154, -3.7570], [2.7991, -0.4094, -1.3908], [-0.9281, 5.3379, -3.3993], [-1.1321, 4.0259, -4.1190], [-1.4372, 2.9865, -3.1657], [-0.3386, 1.8496, -2.8616], [-1.2991, 0.6475, -1.5442], [1.4442, 2.5398, -2.5310], [-0.2836, 1.0087, -4.2310], [-1.4740, 0.4025, -4.7619], [-1.5057, 0.6323, -6.2549], [-0.7989, 6.1472, -4.1207], [-0.0427, 5.2829, -2.7666], [-1.7958, 5.5623, -2.7774], [-0.2463, 3.7527, -4.6955], [-1.9852, 4.0745, -4.7973], [-2.3582, 0.8224, -4.2789], [-1.4319, -0.6623, -4.5212], [-1.5719, 1.6974, -6.4796], [-2.3699, 0.1321, -6.6952], [-0.6020, 0.2391, -6.7210], [2.6849, -1.0824, 1.7521], [2.6706, -0.0337, 1.1261], [1.6137, 0.6363, 0.7916], [3.9747, 0.6014, 0.7156], [4.0346, 1.6037, -0.2451], [5.2553, 2.1474, -0.6203], [6.4270, 1.7051, -0.0285], [6.3407, 0.7075, 0.9289], [5.1422, 0.1371, 1.3079], [7.5834, 0.2308, 1.5653], [7.4860, -0.6018, 2.4432], [8.6334, 0.7017, 1.1750], [3.1195, 1.9251, -0.7287], [5.2930, 2.9142, -1.3826], [7.3919, 2.1085, -0.2955], [5.1060, -0.6539, 2.0411]],
  "mulliken_spin": [0.99, 0.00, 0.01, 0.04, -0.01, 0.03, 0.00, 0.00, 0.00, 0.00, -0.03, 0.00, 0.00, 0.00, 0.00, -0.01, 0.01, -0.01, 0.00, 0.00, 0.00, 0.00, 0.00, 0.00, 0.00, 0.00, 0.00, 0.00, 0.00, -0.02, 0.02, 0.00, 0.00, 0.00, 0.00, 0.01, 0.00, 0.00, 0.00, 0.00, 0.00, 0.00, 0.00, 0.00, 0.00, 0.00, 0.00, 0.00, -0.01, 0.00, 0.00, 0.00, 0.00, 0.00, 0.00, 0.00, 0.00, 0.00, 0.00, 0.00, 0.00, 0.00, 0.00, 0.00, 0.00, 0.00, -0.01, 0.00, 0.00, 0.00, 0.00, 0.00, 0.00, 0.00, 0.00, 0.00, 0.00, 0.00, 0.00, 0.00, 0.00, 0.00, 0.01, 0.01, -0.01, 0.01, 0.00, 0.00, 0.00, 0.00, 0.00, 0.00, 0.00, 0.00, 0.00, 0.00, 0.00]
}